Entry w
DFT (ωB97M-V/def2-TZVPD) results for a cluster of 5 separate species, C10H20Br10 in total.

Each atom is followed by the atoms it is bonded to, with distances in Å.
Element x y z (Å)
1 Br 3.627 2.783 -4.613  C2 2.026
2 C 2.420 4.264 -3.939  Br1 2.026, C3 1.538, H5 1.090, H6 1.090
3 C 2.735 4.742 -2.512  C2 1.538, Br4 1.952, H7 1.090, H8 1.090
4 Br 1.492 6.169 -2.032  C3 1.952
5 H 1.406 3.876 -4.029  C2 1.090
6 H 2.440 5.137 -4.591  C2 1.090
7 H 3.796 4.989 -2.456  C3 1.090
8 H 2.536 3.950 -1.791  C3 1.090
9 Br 1.341 1.209 -1.732  C10 1.967
10 C 0.897 -0.535 -0.937  Br9 1.967, C11 1.528, H13 1.090, H14 1.090
11 C 2.030 -1.169 -0.131  C10 1.528, Br12 1.940, H15 1.090, H16 1.090
12 Br 2.347 -0.265 1.556  C11 1.940
13 H 0.646 -1.177 -1.782  C10 1.090
14 H -0.017 -0.361 -0.370  C10 1.090
15 H 2.987 -1.114 -0.650  C11 1.090
16 H 1.815 -2.194 0.170  C11 1.090
17 Br -0.647 0.547 6.657  C18 1.992
18 C -1.611 0.609 4.916  Br17 1.992, C19 1.471, H21 1.090, H22 1.090
19 C -0.545 0.463 3.913  C18 1.471, Br20 1.972, H23 1.090, H24 1.090
20 Br -1.371 0.493 2.122  C19 1.972
21 H -2.192 1.531 4.912  C18 1.090
22 H -2.266 -0.252 4.775  C18 1.090
23 H 0.050 -0.443 4.032  C19 1.090
24 H 0.204 1.249 4.008  C19 1.090
25 Br -0.049 -3.552 3.852  C26 2.002
26 C -0.393 -5.182 2.743  Br25 2.002, C27 1.522, H29 1.090, H30 1.090
27 C 0.009 -4.897 1.303  C26 1.522, Br28 1.985, H31 1.090, H32 1.090
28 Br -1.139 -3.444 0.588  C27 1.985
29 H -1.452 -5.332 2.950  C26 1.090
30 H 0.041 -6.090 3.161  C26 1.090
31 H -0.132 -5.815 0.731  C27 1.090
32 H 1.051 -4.618 1.148  C27 1.090
33 Br -2.463 2.517 -1.653  C34 1.996
34 C -2.197 1.106 -3.040  Br33 1.996, C35 1.547, H37 1.090, H38 1.090
35 C -3.275 0.015 -2.831  C34 1.547, Br36 2.020, H39 1.090, H40 1.090
36 Br -3.213 -0.801 -0.985  C35 2.020
37 H -1.273 0.541 -2.916  C34 1.090
38 H -2.294 1.551 -4.030  C34 1.090
39 H -3.047 -0.837 -3.472  C35 1.090
40 H -4.293 0.338 -3.046  C35 1.090

The gap between HOMO and LUMO comes out at 10.1 eV. Its highest occupied orbital energy is -0.362 hartree. Its lowest unoccupied orbital energy is 0.26 eV. Its SMILES is BrCCBr.BrCCBr.BrCCBr.BrCCBr.BrCCBr.


Entry x
DFT (ωB97M-V/def2-TZVPD) results for a cluster of 5 separate species, C10H20Br10 in total.

Each atom is followed by the atoms it is bonded to, with distances in Å.
Element x y z (Å)
1 Br -5.829 -4.985 -5.228  C2 2.016
2 C -5.563 -5.875 -7.017  Br1 2.016, C3 1.550, H5 1.090, H6 1.090
3 C -6.983 -6.092 -7.598  C2 1.550, Br4 2.003, H7 1.090, H8 1.090
4 Br -6.731 -6.648 -9.506  C3 2.003
5 H -5.008 -6.809 -6.932  C2 1.090
6 H -4.918 -5.160 -7.527  C2 1.090
7 H -7.430 -5.100 -7.668  C3 1.090
8 H -7.609 -6.785 -7.036  C3 1.090
9 Br -2.538 -1.522 6.810  C10 1.998
10 C -1.833 0.162 7.621  Br9 1.998, C11 1.593, H13 1.090, H14 1.090
11 C -0.293 0.073 8.021  C10 1.593, Br12 1.993, H15 1.090, H16 1.090
12 Br 0.848 -0.481 6.485  C11 1.993
13 H -2.466 0.408 8.474  C10 1.090
14 H -2.088 0.927 6.888  C10 1.090
15 H -0.003 -0.672 8.762  C11 1.090
16 H 0.135 1.010 8.376  C11 1.090
17 Br 7.518 -0.946 1.798  C18 1.995
18 C 8.284 -2.317 0.566  Br17 1.995, C19 1.542, H21 1.090, H22 1.090
19 C 7.090 -3.076 -0.047  C18 1.542, Br20 2.060, H23 1.090, H24 1.090
20 Br 7.881 -4.532 -1.271  C19 2.060
21 H 8.936 -2.903 1.213  C18 1.090
22 H 8.964 -1.853 -0.148  C18 1.090
23 H 6.341 -2.482 -0.571  C19 1.090
24 H 6.423 -3.503 0.703  C19 1.090
25 Br 1.865 9.776 -3.005  C26 1.931
26 C 1.225 8.619 -1.597  Br25 1.931, C27 1.533, H29 1.090, H30 1.090
27 C 2.443 8.123 -0.809  C26 1.533, Br28 1.970, H31 1.090, H32 1.090
28 Br 1.745 6.736 0.405  C27 1.970
29 H 0.638 7.795 -2.004  C26 1.090
30 H 0.463 9.160 -1.035  C26 1.090
31 H 2.805 8.935 -0.179  C27 1.090
32 H 3.228 7.674 -1.417  C27 1.090
33 Br -3.955 1.793 1.008  C34 2.030
34 C -2.933 0.080 0.632  Br33 2.030, C35 1.520, H37 1.090, H38 1.090
35 C -1.479 0.476 0.444  C34 1.520, Br36 1.983, H39 1.090, H40 1.090
36 Br -0.374 -1.098 -0.043  C35 1.983
37 H -3.403 -0.409 -0.222  C34 1.090
38 H -3.096 -0.579 1.485  C34 1.090
39 H -1.018 0.761 1.390  C35 1.090
40 H -1.280 1.317 -0.220  C35 1.090

The gap between HOMO and LUMO comes out at 10.4 eV. Its highest occupied orbital energy is -0.372 hartree. Its lowest unoccupied orbital energy is 0.28 eV. Its SMILES is BrCCBr.BrCCBr.BrCCBr.BrCCBr.BrCCBr.


The most stable arrangement is entry w, and the next structure is 14.3 kcal/mol less stable.


Entry w
DFT (ωB97M-V/def2-TZVPD) results for a cluster of 2 separate species, C4H11N2S in total.

Each atom is followed by the atoms it is bonded to, with distances in Å.
Element x y z (Å)
1 C 0.267 0.076 -0.263  C4 1.427, N6 1.151
2 C 0.197 -0.654 -2.298  C4 1.484, H8 1.080, H9 1.063, H10 1.157
3 C 2.157 -1.460 -0.899  C4 1.499, H11 1.118, H12 1.107, H13 1.073
4 C 1.203 -0.357 -1.248  C1 1.427, C2 1.484, C3 1.499, H14 1.103
5 N -2.280 1.256 2.187  S7 1.848, H15 1.071, H17 1.085
6 N -0.423 0.459 0.576  C1 1.151, H16 1.074
7 S -1.511 1.174 3.864  N5 1.848, H18 1.353
8 H -0.474 -1.475 -2.092  C2 1.080
9 H -0.348 0.244 -2.458  C2 1.063
10 H 0.785 -0.820 -3.281  C2 1.157
11 H 1.979 -1.923 0.103  C3 1.118
12 H 3.216 -1.162 -0.775  C3 1.107
13 H 2.256 -2.168 -1.699  C3 1.073
14 H 1.715 0.593 -1.477  C4 1.103
15 H -2.528 2.297 2.121  N5 1.071
16 H -1.283 0.747 1.150  N6 1.074
17 H -3.211 0.707 2.282  N5 1.085
18 H -1.716 2.466 4.207  S7 1.353

The gap between HOMO and LUMO comes out at 10.0 eV. Its highest occupied orbital energy is -0.484 hartree. Its lowest unoccupied orbital energy is -3.13 eV. The net charge is +1.


Entry x
DFT (ωB97M-V/def2-TZVPD) results for the ion C4H11N2S with charge +1.

Each atom is followed by the atoms it is bonded to, with distances in Å.
Element x y z (Å)
1 C -2.579 -0.525 0.262  C2 1.314, H8 1.072, H9 1.076
2 C -1.278 -0.352 0.206  C1 1.314, C3 1.532, N5 1.636
3 C -0.509 0.956 0.417  C2 1.532, N6 1.426, H10 1.018, H11 1.129
4 C 1.931 0.967 -0.251  N6 1.407, S7 1.944, H12 1.039, H13 1.167
5 N -0.347 -1.378 -0.663  C2 1.636, H14 1.016, H15 1.139, H17 1.018
6 N 0.557 1.115 -0.517  C3 1.426, C4 1.407, H16 1.011
7 S 2.444 -0.832 0.280  C4 1.944, H18 1.390
8 H -3.003 -1.426 -0.136  C1 1.072
9 H -3.040 0.233 0.870  C1 1.076
10 H -1.177 1.719 0.337  C3 1.018
11 H -0.276 0.978 1.522  C3 1.129
12 H 2.682 1.085 -0.959  C4 1.039
13 H 2.015 1.640 0.699  C4 1.167
14 H -0.833 -2.267 -0.577  N5 1.016
15 H 0.592 -1.245 -0.033  N5 1.139
16 H 0.382 0.798 -1.461  N6 1.011
17 H -0.404 -0.927 -1.574  N5 1.018
18 H 2.843 -0.541 1.579  S7 1.390

The gap between HOMO and LUMO comes out at 10.0 eV. Its highest occupied orbital energy is -0.489 hartree. Its lowest unoccupied orbital energy is -3.32 eV. Its SMILES is C=C([NH3+])CNCS. The net charge is +1.


Entry y
DFT (ωB97M-V/def2-TZVPD) results for a cluster of 2 separate species, C4H11N2S in total.

Each atom is followed by the atoms it is bonded to, with distances in Å.
Element x y z (Å)
1 C 2.143 -0.070 -0.377  N6 1.360, H8 1.077, H9 1.090
2 C -0.889 -0.657 0.108  C4 1.507, N5 1.322, S7 1.734
3 C -1.777 1.473 0.769  C4 1.515, H10 1.079, H11 1.129, H12 1.087
4 C -1.422 0.639 -0.445  C2 1.507, C3 1.515, H13 1.041, H14 1.094
5 N 0.385 -0.962 -0.072  C2 1.322, H15 0.971
6 N 3.297 -0.786 -0.447  C1 1.360, H16 1.010, H17 1.002
7 S -2.081 -1.731 0.767  C2 1.734, H18 1.351
8 H 1.772 0.300 -1.318  C1 1.077
9 H 1.998 0.488 0.548  C1 1.090
10 H -2.676 1.222 1.310  C3 1.079
11 H -1.855 2.500 0.307  C3 1.129
12 H -0.829 1.334 1.280  C3 1.087
13 H -0.635 1.105 -0.943  C4 1.041
14 H -2.194 0.376 -1.174  C4 1.094
15 H 0.485 -1.854 0.296  N5 0.971
16 H 3.703 -1.260 -1.241  N6 1.010
17 H 3.742 -0.943 0.437  N6 1.002
18 H -3.168 -1.174 0.192  S7 1.351

The gap between HOMO and LUMO comes out at 10.3 eV. Its highest occupied orbital energy is -0.507 hartree. Its lowest unoccupied orbital energy is -3.47 eV. The net charge is +1.


The most stable arrangement is entry y, and the next structure is 11.3 kcal/mol less stable.


Entry w
DFT (ωB97M-V/def2-TZVPD) results for a cluster of 3 separate species, C2H7NO3P in total.

Each atom is followed by the atoms it is bonded to, with distances in Å.
Element x y z (Å)
1 C -0.897 -0.618 -0.482  C2 1.422, H8 1.068, H9 1.113, H10 1.078
2 C -1.266 0.655 0.032  C1 1.422, O6 1.174, H11 1.148
3 N 2.528 1.827 0.128  P7 1.724, H12 1.023, H13 0.998
4 O 1.006 -1.068 1.196  H14 1.009
5 O 3.964 -0.142 0.159  P7 1.495
6 O -0.960 1.751 -0.260  C2 1.174
7 P 2.607 0.181 -0.379  N3 1.724, O5 1.495
8 H -0.197 -0.471 -1.274  C1 1.068
9 H -0.306 -1.117 0.319  C1 1.113
10 H -1.762 -1.214 -0.726  C1 1.078
11 H -1.950 0.398 0.917  C2 1.148
12 H 1.605 2.263 0.192  N3 1.023
13 H 3.045 2.173 0.908  N3 0.998
14 H 0.965 -0.682 2.127  O4 1.009

The gap between HOMO and LUMO comes out at 8.1 eV. Its highest occupied orbital energy is -0.153 hartree. Its lowest unoccupied orbital energy is 3.96 eV. The net charge is -1.


Entry x
DFT (ωB97M-V/def2-TZVPD) results for a cluster of 2 separate species, C2H7NO3P in total.

Each atom is followed by the atoms it is bonded to, with distances in Å.
Element x y z (Å)
1 C -0.659 -1.411 -0.437  C2 1.505, H8 1.069, H9 1.099, H10 1.036
2 C -1.546 -0.244 -0.781  C1 1.505, O6 1.441, P7 1.777, H11 1.124
3 N 1.496 1.738 0.766  H12 0.958, H13 1.040, H14 1.052
4 O -3.450 -0.447 1.226  P7 1.468
5 O -4.066 1.032 -0.754  P7 1.469
6 O -1.480 0.866 0.136  C2 1.441, P7 1.718
7 P -3.073 0.242 -0.014  C2 1.777, O4 1.468, O5 1.469, O6 1.718
8 H -1.098 -2.253 -0.926  C1 1.069
9 H 0.377 -1.244 -0.762  C1 1.099
10 H -0.781 -1.524 0.585  C1 1.036
11 H -1.326 0.276 -1.753  C2 1.124
12 H 1.156 2.088 1.591  N3 0.958
13 H 1.178 0.748 0.808  N3 1.040
14 H 1.054 2.249 -0.039  N3 1.052

The gap between HOMO and LUMO comes out at 8.8 eV. Its highest occupied orbital energy is -0.174 hartree. Its lowest unoccupied orbital energy is 4.02 eV. The net charge is -1.


The most stable arrangement is entry x, and the next structure is 46.7 kcal/mol less stable.


Entry w
DFT (ωB97M-V/def2-TZVPD) results for a cluster of 14 separate species, C5H35NO13 in total.

Each atom is followed by the atoms it is bonded to, with distances in Å.
Element x y z (Å)
1 N 0.447 -2.377 2.715  C2 1.455, H7 0.999, H8 1.031
2 C 1.107 -2.185 1.432  N1 1.455, C3 1.415, C6 1.468
3 C 0.417 -1.525 0.388  C2 1.415, C4 1.506, H9 1.112
4 C -0.865 -0.749 0.536  C3 1.506, C5 1.350, H10 1.078
5 C -1.112 0.432 -0.070  C4 1.350, H11 1.034, H12 1.029
6 C 2.303 -2.879 0.940  C2 1.468, H13 1.072, H14 1.049, H15 1.055
7 H 0.943 -2.965 3.352  N1 0.999
8 H -0.097 -1.774 3.350  N1 1.031
9 H 0.888 -1.571 -0.618  C3 1.112
10 H -1.735 -1.048 1.098  C4 1.078
11 H -2.050 0.831 0.108  C5 1.034
12 H -0.310 0.953 -0.447  C5 1.029
13 H 2.233 -3.948 0.906  C6 1.072
14 H 3.218 -2.612 1.379  C6 1.049
15 H 2.410 -2.718 -0.097  C6 1.055
16 H -0.272 3.141 0.546  O18 0.924
17 H 0.635 4.520 0.076  O18 0.965
18 O 0.497 3.646 0.463  H16 0.924, H17 0.965
19 H 1.058 0.280 -2.888  O21 0.919
20 H 0.382 0.985 -4.138  O21 1.028
21 O 0.728 0.108 -3.729  H19 0.919, H20 1.028
22 H 1.004 1.362 3.913  O24 1.053
23 H 0.905 2.260 2.778  O24 0.948
24 O 0.269 1.763 3.274  H22 1.053, H23 0.948
25 H -3.267 -3.331 -0.069  O27 0.894
26 H -1.856 -2.834 -0.241  O27 0.897
27 O -2.721 -2.741 -0.461  H25 0.894, H26 0.897
28 H 2.752 0.801 2.150  O30 0.983
29 H 3.754 0.371 2.893  O30 1.064
30 O 2.824 0.827 3.131  H28 0.983, H29 1.064
31 H 3.228 2.778 0.549  O33 1.012
32 H 1.744 2.709 0.161  O33 1.033
33 O 2.543 2.072 0.311  H31 1.012, H32 1.033
34 H -1.161 2.138 2.504  O36 0.989
35 H -2.615 2.704 2.197  O36 0.984
36 O -1.661 2.815 1.984  H34 0.989, H35 0.984
37 H -0.280 -0.953 -3.048  O39 1.024
38 H -0.850 -2.107 -3.803  O39 1.016
39 O -1.112 -1.548 -2.997  H37 1.024, H38 1.016
40 H 0.345 3.366 -2.310  O42 0.897
41 H -0.375 1.921 -2.202  O42 0.972
42 O -0.229 2.769 -2.655  H40 0.897, H41 0.972
43 H -0.194 -2.923 -2.426  O45 0.947
44 H -0.148 -4.355 -2.136  O45 0.967
45 O 0.365 -3.549 -1.986  H43 0.947, H44 0.967
46 H -4.383 0.583 0.434  O48 0.992
47 H -3.328 0.451 1.626  O48 0.921
48 O -4.192 0.680 1.403  H46 0.992, H47 0.921
49 H -4.280 0.780 -1.787  O51 0.942
50 H -2.902 0.316 -2.319  O51 0.957
51 O -3.351 0.805 -1.631  H49 0.942, H50 0.957
52 H 3.376 0.196 -1.941  O54 1.001
53 H 2.547 0.912 -0.858  O54 1.017
54 O 2.421 0.417 -1.738  H52 1.001, H53 1.017

The gap between HOMO and LUMO comes out at 7.2 eV. Its highest occupied orbital energy is -0.267 hartree. Its lowest unoccupied orbital energy is -0.08 eV.


Entry x
DFT (ωB97M-V/def2-TZVPD) results for a cluster of 13 separate species, C5H35NO13 in total.

Each atom is followed by the atoms it is bonded to, with distances in Å.
Element x y z (Å)
1 O 5.341 1.273 0.040  C2 1.198
2 C 4.188 1.598 0.038  O1 1.198, C3 1.521, H8 1.107
3 C 3.119 0.800 0.769  C2 1.521, C4 1.562, H9 1.085, H10 1.098
4 C 1.787 1.603 0.907  C3 1.562, C5 1.531, H11 1.098, H12 1.086
5 C 0.570 0.827 0.394  C4 1.531, N7 1.502, H13 1.089, H14 1.088
6 C -1.790 1.317 0.279  N7 1.464, H15 1.094, H16 1.088, H17 1.100
7 N -0.463 1.790 -0.117  C5 1.502, C6 1.464, H18 1.006
8 H 3.740 2.451 -0.508  C2 1.107
9 H 2.904 -0.187 0.375  C3 1.085
10 H 3.629 0.643 1.729  C3 1.098
11 H 1.961 2.463 0.246  C4 1.098
12 H 1.676 1.957 1.928  C4 1.086
13 H 0.838 0.194 -0.450  C5 1.089
14 H 0.111 0.347 1.255  C5 1.088
15 H -2.516 1.566 -0.501  C6 1.094
16 H -1.893 0.240 0.386  C6 1.088
17 H -2.137 1.761 1.224  C6 1.100
18 H -0.287 2.670 0.338  N7 1.006
19 H -2.043 2.562 -3.445  O21 0.964
20 H -1.837 2.748 -2.038  O21 0.962
21 O -2.553 2.495 -2.629  H19 0.964, H20 0.962
22 H 0.215 -2.142 0.116  O24 0.969
23 H 0.138 -1.631 1.397  O24 0.970
24 O 0.838 -2.018 0.848  H22 0.969, H23 0.970
25 H -2.303 -3.545 4.051  O27 0.963
26 H -1.429 -3.700 2.835  O27 0.954
27 O -2.146 -4.126 3.300  H25 0.963, H26 0.954
28 H 2.232 -0.158 -2.800  O30 0.962
29 H 1.967 -0.151 -4.252  O30 0.965
30 O 1.892 0.428 -3.483  H28 0.962, H29 0.965
31 H 0.426 -4.522 -1.689  O33 0.969
32 H 0.359 -3.177 -2.134  O33 0.964
33 O 1.022 -3.761 -1.749  H31 0.969, H32 0.964
34 H 0.923 -3.840 1.334  O36 0.974
35 H 0.839 -4.567 2.684  O36 0.943
36 O 0.308 -4.209 1.992  H34 0.974, H35 0.943
37 H -2.008 -2.019 1.623  O39 0.991
38 H -2.636 -1.119 2.664  O39 0.959
39 O -1.800 -1.251 2.214  H37 0.991, H38 0.959
40 H -2.534 -3.060 -1.330  O42 0.960
41 H -2.307 -3.861 -0.026  O42 0.962
42 O -2.126 -3.851 -0.971  H40 0.960, H41 0.962
43 H -0.955 3.972 1.848  O45 0.962
44 H -0.495 5.265 1.190  O45 0.961
45 O -0.187 4.540 1.740  H43 0.962, H44 0.961
46 H -3.975 -3.400 1.853  O48 0.959
47 H -4.072 -1.995 1.131  O48 0.959
48 O -3.580 -2.815 1.203  H46 0.959, H47 0.959
49 H 0.602 1.802 -3.569  O51 0.978
50 H 0.263 1.823 -2.167  O51 0.974
51 O 0.088 2.366 -2.957  H49 0.978, H50 0.974
52 H -0.344 4.275 -1.360  O54 0.961
53 H -1.500 4.758 -2.288  O54 0.956
54 O -0.998 4.966 -1.501  H52 0.961, H53 0.956

The gap between HOMO and LUMO comes out at 9.1 eV. Its highest occupied orbital energy is -0.348 hartree. Its lowest unoccupied orbital energy is -0.31 eV.


The most stable arrangement is entry x, and the next structure is 60.4 kcal/mol less stable.